{
  "formula": "C31H48AsBIrN2O5Si3",
  "method": "ωB97M-V/def2-TZVPD",
  "symbols": ["Ir", "C", "C", "C", "C", "N", "C", "C", "C", "C", "C", "C", "C", "H", "H", "H", "H", "H", "H", "H", "H", "C", "Si", "C", "C", "As", "Si", "C", "C", "C", "Si", "C", "C", "C", "H", "H", "H", "H", "H", "H", "H", "H", "H", "H", "H", "H", "H", "H", "H", "H", "H", "H", "H", "H", "H", "H", "H", "H", "H", "H", "H", "O", "O", "C", "O", "C", "N", "C", "C", "C", "H", "H", "H", "H", "H", "H", "H", "H", "H", "O", "B", "O", "C", "C", "C", "C", "C", "C", "H", "H", "H", "H"],
  "coordinates": [[-0.26299, 0.25743, -1.13960], [-1.50663, 2.51217, 2.42458], [-2.12674, 3.64449, 1.85262], [-2.18813, 3.76815, 0.48016], [-1.63932, 2.77185, -0.32919], [-1.02746, 1.64235, 0.22823], [-0.98390, 1.56219, 1.58978], [-1.63782, 2.79639, -1.78096], [-2.18726, 3.82673, -2.56481], [-2.14207, 3.77086, -3.95125], [-1.54679, 2.68698, -4.59546], [-0.99416, 1.65495, -3.84174], [-1.04024, 1.70860, -2.45773], [-1.44165, 2.39243, 3.49755], [-2.54984, 4.41476, 2.48645], [-2.66192, 4.64189, 0.05416], [-0.50329, 0.69317, 1.98279], [-2.65903, 4.68843, -2.10616], [-2.57215, 4.57595, -4.53617], [-1.51296, 2.64723, -5.67805], [-0.52685, 0.80528, -4.32568], [3.24353, 2.54748, 2.68693], [3.10688, 0.68822, 2.53672], [2.13998, 0.06745, 4.01344], [4.84872, 0.01052, 2.71587], [1.85101, 0.20235, 0.58172], [2.09069, -2.21313, 0.57267], [1.61079, -2.93383, -1.08537], [3.79530, -2.84220, 1.01068], [0.94853, -2.96482, 1.77542], [3.33352, 0.90295, -1.20252], [5.13404, 0.47213, -0.93689], [2.82629, 0.23911, -2.89321], [3.18040, 2.76085, -1.37861], [3.72640, 2.79970, 3.64124], [2.24311, 2.99986, 2.65244], [3.85762, 2.94176, 1.86742], [2.64878, 0.37845, 4.93631], [2.09145, -1.02835, 3.99144], [1.12344, 0.48428, 3.99714], [5.24706, 0.34973, 3.68375], [5.51678, 0.38132, 1.93462], [4.86830, -1.08037, 2.71494], [2.34313, -2.65822, -1.85178], [0.61832, -2.59497, -1.37635], [1.60859, -4.03026, -1.00529], [4.55501, -2.39661, 0.35622], [3.80681, -3.93494, 0.89182], [4.00540, -2.62615, 2.06226], [-0.02693, -2.69029, 1.52669], [1.17531, -2.62880, 2.79490], [1.04190, -4.05932, 1.72877], [5.25429, -0.60657, -0.77775], [5.52666, 1.04280, -0.08733], [5.70260, 0.77375, -1.82719], [2.98582, -0.84091, -2.94510], [3.45974, 0.70996, -3.68039], [1.65163, 0.52813, -3.12537], [3.49384, 3.26612, -0.45673], [2.13463, 3.02190, -1.59474], [3.81629, 3.10082, -2.20743], [1.14095, 0.28228, -2.34198], [-2.12004, -3.05017, -2.23715], [-1.99431, -1.85396, -2.08813], [-1.10563, -1.02574, -2.52942], [-3.11692, -1.04436, -1.23707], [-2.81155, 0.46729, -1.32401], [-3.93672, 1.10647, -2.08493], [-4.61593, -0.02986, -2.80471], [-4.51402, -1.17723, -1.82641], [-3.09031, -1.31372, -0.20235], [-1.90826, 0.43355, -1.92596], [-2.53641, 0.89317, -0.44073], [-3.52798, 1.85741, -2.75083], [-4.59550, 1.56840, -1.34623], [-4.07991, -0.26692, -3.72877], [-5.64951, 0.20366, -3.06425], [-4.68985, -2.13577, -2.31525], [-5.26134, -1.06043, -1.03534], [-1.69918, -2.57249, 0.14028], [-1.14908, -1.24936, 0.35037], [-1.26280, -0.97285, 1.77505], [-1.86728, -2.07019, 2.32006], [-2.20230, -2.28001, 3.64445], [-2.81440, -3.49010, 3.97578], [-3.07329, -4.45112, 2.98791], [-2.72323, -4.21332, 1.65724], [-2.11896, -3.00617, 1.35624], [-1.99596, -1.53136, 4.39789], [-3.09022, -3.68754, 5.00267], [-3.54757, -5.38467, 3.25827], [-2.91698, -4.94705, 0.88649]],
  "forces_ev_per_angstrom": [[-1.18, 1.86, 4.60], [0.38, -0.68, -0.32], [-0.46, 0.71, -0.49], [-0.04, -0.15, 1.02], [0.03, 0.65, -1.83], [0.10, 0.03, 0.71], [0.16, 0.85, 0.62], [0.63, 0.59, 0.60], [0.00, 0.36, -0.39], [0.04, -0.09, 0.34], [-0.07, -0.02, -0.18], [0.08, 0.01, 0.28], [1.26, 1.24, -0.34], [0.08, -0.07, -0.06], [0.02, -0.02, -0.06], [0.06, -0.09, -0.17], [0.20, 0.36, 0.11], [0.07, -0.05, 0.08], [0.02, -0.03, 0.06], [-0.01, -0.02, 0.06], [-0.05, 0.02, 0.00], [-0.10, 0.02, -0.16], [0.28, 0.31, 0.51], [-0.16, -0.11, -0.13], [0.08, -0.05, -0.04], [1.51, -0.70, -0.21], [0.52, -0.03, -0.82], [0.37, 0.16, -0.04], [0.12, 0.13, -0.06], [1.24, -0.48, 1.13], [0.18, 0.04, -0.70], [0.06, 0.10, 0.20], [7.75, -1.13, 0.43], [-0.18, 0.04, 0.36], [-0.11, 0.00, -0.20], [0.27, 0.06, -0.02], [-0.16, 0.10, 0.18], [-0.15, -0.06, -0.17], [-0.12, 0.20, 0.15], [0.17, -0.19, 0.13], [-0.13, -0.01, -0.16], [-0.03, -0.14, 0.09], [0.14, 0.22, -0.01], [-0.23, -0.03, -0.05], [0.05, -0.14, -0.24], [-0.04, 0.21, 0.04], [0.03, -0.18, 0.34], [-0.02, 0.23, -0.08], [0.14, -0.09, -0.24], [-0.71, -0.15, -0.01], [-0.22, -0.17, -0.09], [-0.01, 0.23, 0.01], [0.17, 0.29, 0.05], [0.10, -0.28, -0.08], [-0.13, -0.13, 0.14], [-0.34, 0.15, -0.23], [-0.34, 0.16, 0.01], [-0.58, 1.44, -3.75], [-0.10, 0.08, -0.22], [0.25, 0.06, 0.05], [-0.14, -0.06, 0.17], [-3.49, -1.85, 1.86], [0.08, 1.04, -0.79], [-1.77, 0.19, 0.19], [-0.54, -1.99, -1.71], [-0.58, 0.62, -1.15], [-2.59, -2.98, -0.77], [0.01, 0.23, 0.18], [-0.11, -0.05, -0.31], [-0.31, -0.34, 0.05], [-0.62, 0.01, 0.00], [-2.12, 0.57, -0.55], [-0.66, 0.01, 0.18], [-0.15, 0.04, 0.07], [0.06, 0.07, -0.07], [0.00, 0.04, 0.05], [0.09, 0.08, -0.02], [0.23, -0.07, 0.22], [0.03, -0.02, -0.03], [1.74, 0.72, 1.52], [1.45, -0.69, 1.28], [-0.54, -0.94, -1.61], [-0.49, 0.34, 0.96], [-0.08, -0.09, 0.15], [0.09, -0.04, -0.47], [0.22, 0.47, -0.01], [-0.14, -0.19, 0.15], [-0.62, -0.78, -0.16], [0.02, 0.02, -0.02], [0.01, 0.02, 0.00], [0.00, 0.00, -0.02], [0.04, 0.04, -0.04]],
  "relative_energy_ev": 7.667,
  "s2": 8.800,
  "lumo_energy_ev": [0.4, -1.8],
  "spin_multiplicity": 6,
  "energy_ev": -134122.559,
  "max_force_ha_per_bohr": 0.1525
}

***

{
  "formula": "C31H48BBr45N3O7PS",
  "method": "ωB97M-V/def2-TZVPD",
  "symbols": ["C", "C", "O", "B", "O", "P", "O", "C", "C", "C", "C", "C", "C", "C", "S", "C", "N", "N", "C", "O", "C", "C", "C", "O", "C", "C", "O", "N", "O", "H", "H", "H", "H", "H", "H", "H", "H", "H", "H", "H", "H", "H", "H", "H", "H", "H", "H", "H", "H", "H", "H", "H", "H", "H", "H", "H", "H", "H", "H", "H", "H", "H", "C", "Br", "Br", "Br", "H", "C", "Br", "Br", "Br", "H", "C", "Br", "Br", "Br", "H", "C", "Br", "Br", "Br", "H", "C", "Br", "Br", "Br", "H", "C", "Br", "Br", "Br", "H", "C", "Br", "Br", "Br", "H", "C", "Br", "Br", "Br", "H", "C", "Br", "Br", "Br", "H", "C", "Br", "Br", "Br", "H", "C", "Br", "Br", "Br", "H", "C", "Br", "Br", "Br", "H", "C", "Br", "Br", "Br", "H", "C", "Br", "Br", "Br", "H", "C", "Br", "Br", "Br", "H"],
  "coordinates": [[3.17490, -0.79282, 4.54655], [3.32291, 0.71809, 4.53294], [3.09506, 1.33232, 3.25732], [3.99430, 1.06175, 2.28785], [5.32468, 0.78575, 2.64900], [3.53452, 0.98848, 0.39172], [5.05020, 1.84659, 0.10087], [2.69083, 2.32565, -0.56222], [1.58790, 3.09080, 0.21452], [0.23147, 2.96746, -0.49805], [-0.96374, 3.27567, 0.39686], [-1.35249, 2.12550, 1.32598], [-2.06568, 1.03822, 0.49430], [-2.53709, -0.09605, 1.39091], [-3.57891, -1.33750, 0.49855], [-3.13841, -1.01531, -1.16850], [-2.21519, -1.51289, -1.84918], [-2.29711, -0.88544, -3.09383], [-3.22882, -0.08125, -3.04867], [-3.85233, -0.09586, -1.83630], [4.09083, -0.52231, -0.51941], [3.09306, -1.09924, -1.53483], [3.77583, -1.93203, -2.61997], [4.13521, -3.21564, -2.16895], [3.05670, -4.12408, -2.13718], [1.82496, 0.18392, 0.78884], [2.00783, -1.13649, 1.35111], [0.75935, -1.50190, 1.92509], [0.32661, -2.46312, 1.42571], [3.37325, -1.10721, 5.57089], [3.88704, -1.32779, 3.92344], [2.14407, -1.06679, 4.34802], [4.26962, 1.03678, 4.98520], [2.55347, 1.10656, 5.19787], [5.39650, -0.17350, 2.76434], [5.77979, 1.22207, 0.09206], [3.43672, 3.03618, -0.88215], [2.30352, 1.89245, -1.48357], [1.86297, 4.14114, 0.16238], [1.53724, 2.84327, 1.27141], [0.22459, 3.65533, -1.34249], [0.17540, 1.97083, -0.93320], [-1.78827, 3.57129, -0.24957], [-0.75645, 4.14334, 1.02560], [-0.49553, 1.63239, 1.77008], [-2.06119, 2.47516, 2.07023], [-1.32950, 0.67992, -0.21918], [-2.92720, 1.47301, -0.00209], [-3.19056, 0.32521, 2.14705], [-1.69611, -0.62940, 1.81488], [-3.59335, 0.57735, -3.80816], [4.25476, -1.28487, 0.24296], [5.04118, -0.39690, -1.03123], [2.45066, -0.34308, -1.98309], [2.41645, -1.78460, -1.03041], [4.62819, -1.40428, -3.03644], [3.04990, -2.01686, -3.43712], [3.47208, -5.11703, -2.27491], [2.28665, -3.90976, -2.87810], [2.57783, -4.13935, -1.15425], [1.28700, 0.75277, 1.54655], [1.15084, 0.15298, -0.07120], [4.92988, 1.89199, -5.83451], [3.55147, 0.96796, -6.80320], [4.34568, 2.41483, -4.07037], [6.56706, 0.87945, -5.77450], [5.14154, 2.80222, -6.37690], [-5.93950, -4.67217, -0.68936], [-7.79248, -5.05715, -0.33985], [-5.68973, -2.85263, -1.26305], [-4.82591, -5.10682, 0.81616], [-5.62942, -5.30951, -1.50544], [-9.31511, -8.80539, -1.25609], [-9.90280, -10.41178, -2.13446], [-10.07041, -8.62910, 0.50621], [-7.39658, -8.67889, -1.21116], [-9.67467, -7.97076, -1.84275], [6.25065, 5.33877, -8.82616], [5.40652, 4.05610, -9.97895], [5.37878, 5.42516, -7.11132], [8.13823, 5.01239, -8.65158], [6.13626, 6.30922, -9.29029], [5.77997, 3.52965, 6.95539], [6.85251, 2.89944, 8.42613], [5.87932, 2.34920, 5.43739], [3.95465, 3.84145, 7.48768], [6.18884, 4.48136, 6.64810], [-0.84700, 1.02359, -7.36089], [0.50662, 1.12372, -8.72475], [-0.31583, -0.13955, -5.92623], [-1.33576, 2.77305, -6.72044], [-1.72708, 0.59253, -7.81480], [-6.69403, -5.15733, 4.99561], [-7.45847, -5.95568, 3.42512], [-4.76984, -5.16136, 4.93037], [-7.39306, -3.38972, 5.30439], [-6.98554, -5.76572, 5.83977], [-0.87536, 4.80166, 4.75962], [0.01463, 3.34619, 3.87364], [-0.11615, 6.49910, 4.26859], [-2.77708, 4.76030, 4.45191], [-0.72148, 4.67593, 5.82133], [-2.42277, 9.61962, 2.41035], [-2.93885, 8.03514, 1.44642], [-3.25075, 9.69868, 4.14549], [-0.50884, 9.78073, 2.53023], [-2.77970, 10.46855, 1.84619], [-10.98406, -5.32127, -3.86640], [-12.15198, -6.69981, -4.52727], [-11.55492, -4.66458, -2.14936], [-9.15356, -5.91081, -3.81608], [-11.03606, -4.49516, -4.56050], [-5.20402, -9.07657, 2.46197], [-5.75212, -10.68832, 1.56617], [-5.99207, -8.94435, 4.21200], [-3.28869, -8.90566, 2.52964], [-5.57614, -8.24218, 1.87934], [6.82730, 0.05147, 11.19178], [8.26842, 1.32446, 11.28461], [7.38766, -1.69832, 11.76281], [5.28133, 0.65982, 12.16125], [6.54104, -0.02732, 10.15241], [3.92210, 6.89743, -12.77469], [3.05759, 5.64039, -13.94604], [3.07011, 6.96850, -11.04823], [5.80913, 6.54532, -12.62450], [3.81580, 7.87532, -13.22048], [8.21218, -1.53557, -1.35567], [10.01591, -2.18361, -1.18120], [7.70149, -0.38424, 0.09864], [7.91964, -0.64185, -3.03407], [7.55790, -2.39505, -1.32179], [-9.93272, -0.52542, 4.75639], [-9.67606, -0.17183, 6.63350], [-11.65714, -1.30459, 4.41065], [-9.63338, 1.04814, 3.69001], [-9.19110, -1.25411, 4.46230]],
  "forces_ev_per_angstrom": [[-0.03, 0.34, 0.44], [-0.18, 0.05, 0.94], [-0.24, -0.51, -0.29], [0.57, 0.28, 0.27], [-0.49, -0.75, -0.10], [0.37, 0.42, -0.58], [-0.19, -0.09, -0.29], [-0.06, 0.27, 0.59], [-0.04, 0.15, -1.00], [0.24, 0.10, 0.47], [0.36, 0.06, 0.30], [-1.11, -0.53, -1.57], [0.37, 0.18, 0.88], [-0.10, -0.03, -0.95], [0.25, 0.18, 0.39], [-1.24, 0.57, 2.14], [1.65, -0.93, -1.26], [3.01, -2.19, -0.79], [-2.38, 1.57, 0.79], [-0.75, 0.86, -0.56], [-0.41, -0.36, -0.14], [0.06, -0.34, 0.22], [-1.07, 0.55, -0.11], [0.42, 0.16, -0.34], [0.07, -0.24, 0.71], [-0.30, 0.07, 0.43], [0.11, -0.06, -0.46], [-0.34, -0.03, -0.28], [0.25, -0.04, 0.34], [0.07, -0.06, 0.13], [-0.14, -0.06, -0.29], [0.00, -0.24, -0.41], [-0.86, -0.61, -0.73], [-0.14, 0.24, -0.05], [0.42, 0.16, 0.06], [0.20, 0.17, 0.12], [0.37, -0.01, 0.04], [-0.24, -0.25, 0.01], [0.05, 0.18, 0.31], [-0.04, -0.21, 0.07], [0.08, 0.04, -0.14], [-0.31, -0.15, 0.00], [-0.38, -0.15, 0.13], [0.22, 0.22, -0.13], [0.15, 0.28, 0.39], [0.18, 0.04, 0.38], [-0.22, -0.23, -0.40], [-0.03, 0.09, -0.29], [-0.01, -0.19, 0.31], [0.04, 0.00, 0.30], [-0.11, 0.20, -0.17], [0.10, -0.07, 0.12], [0.06, 0.45, 0.12], [0.17, 0.22, -0.22], [-0.23, 0.05, 0.15], [0.47, -0.18, 0.11], [0.05, -0.16, -0.16], [0.00, -0.14, -0.26], [0.10, 0.02, -0.23], [-0.12, 0.18, 0.06], [0.21, 0.28, 0.11], [0.06, -0.38, -0.20], [-0.04, 0.01, 0.05], [0.05, 0.04, 0.11], [0.06, -0.11, -0.06], [-0.06, 0.06, -0.14], [0.02, -0.02, 0.00], [0.02, -0.11, -0.06], [-0.03, 0.17, 0.10], [-0.44, -0.31, -0.22], [0.04, 0.01, -0.02], [-0.02, 0.00, -0.01], [-0.05, 0.09, 0.00], [0.03, 0.04, 0.05], [0.04, 0.00, -0.02], [0.03, -0.10, -0.10], [0.01, 0.01, 0.00], [0.00, 0.04, -0.12], [0.01, -0.21, 0.18], [0.00, 0.06, 0.02], [-0.06, -0.01, 0.01], [-0.03, 0.00, 0.00], [0.10, -0.01, -0.05], [-0.08, -0.01, -0.02], [0.96, 0.83, 0.32], [0.03, -0.04, -0.01], [-0.02, 0.01, 0.01], [0.10, -0.09, 0.04], [-0.07, 0.03, -0.09], [-0.10, 0.08, 0.00], [0.01, -0.02, 0.01], [0.00, 0.01, -0.01], [0.03, -0.12, -0.06], [-0.25, 0.38, -0.11], [-0.04, 0.03, -0.03], [0.04, 0.01, 0.07], [0.01, 0.03, 0.02], [0.07, 0.00, 0.05], [0.24, 0.19, 0.41], [-0.08, -0.03, -0.03], [0.03, 0.01, -0.04], [-0.02, 0.00, 0.01], [-0.02, -0.06, 0.02], [0.03, 0.02, 0.04], [0.03, -0.03, -0.04], [0.00, 0.04, -0.02], [0.01, 0.00, 0.00], [-0.04, 0.02, 0.00], [0.04, 0.01, 0.05], [0.03, -0.05, -0.02], [0.00, -0.05, -0.06], [0.01, 0.01, 0.00], [-0.08, 0.09, -0.03], [0.07, 0.00, 0.08], [0.21, -0.42, 0.10], [-0.05, 0.01, 0.00], [-0.01, 0.01, 0.02], [-0.04, -0.01, -0.04], [0.02, -0.04, 0.06], [-0.01, 0.06, 0.00], [0.05, -0.01, -0.02], [0.01, 0.02, -0.01], [-0.01, 0.00, 0.02], [0.03, 0.01, 0.06], [0.02, 0.01, -0.03], [0.00, 0.11, -0.08], [0.00, 0.00, 0.00], [-0.04, -0.02, -0.14], [-0.08, 0.07, 0.04], [0.31, -0.07, 0.27], [-0.03, -0.09, 0.14], [-0.03, -0.02, -0.04], [-0.01, 0.01, 0.00], [0.00, -0.03, -0.09], [0.04, 0.03, 0.02], [-0.02, -0.03, 0.04], [-0.01, 0.00, -0.02]],
  "lumo_energy_ev": -0.3,
  "energy_ev": -3224432.059,
  "max_force_ha_per_bohr": 0.0741
}